Entry 1:
A structure of composition C32H34EuI2N5O5S. Source: the OMol25 dataset; level of theory: wB97M-V/def2-TZVPD.

The geometry in XYZ format:
```
80
Properties=species:S:1:pos:R:3:forces:R:3:mulliken_charge:R:1
Eu -0.762 -0.744 -0.250 -0.258 -1.013 -1.523 0.58
C 2.749 5.676 -2.251 -0.140 -0.084 0.041 -1.67
C 2.096 4.486 -1.584 0.249 0.420 0.377 -0.28
C 1.881 4.431 -0.228 0.009 0.214 -0.062 -0.62
C 1.291 3.321 0.435 0.093 0.208 0.252 1.22
C 1.139 3.507 1.841 0.155 -0.512 0.227 -0.64
N 1.006 2.712 2.892 0.081 0.314 -0.873 -0.03
C 1.143 1.259 3.025 0.207 -0.004 -0.137 -0.14
C 2.492 0.780 2.494 0.010 0.198 -0.095 -0.65
C 2.510 -0.734 2.415 -0.189 0.101 0.147 0.66
N 3.699 -1.207 1.727 0.034 -2.332 -1.422 -0.05
C 3.876 -2.345 0.995 -0.677 1.559 1.133 -0.55
C 2.981 -3.264 0.379 -0.022 0.003 0.159 0.46
C 3.498 -4.573 0.183 0.187 -0.229 -0.075 -0.81
C 2.788 -5.604 -0.399 0.901 -0.091 0.507 0.10
C 3.372 -6.989 -0.556 -0.030 0.102 0.040 -1.57
C 1.518 -5.316 -0.871 -0.760 1.296 0.000 -0.57
C 0.966 -4.022 -0.783 0.317 -1.273 -0.142 0.88
C -0.233 -3.790 -1.553 -1.072 0.765 -0.663 -0.68
N -0.888 -2.686 -1.678 0.535 -1.612 -0.679 0.27
C -1.911 -2.624 -2.729 0.040 -0.021 0.133 -1.30
C -2.166 -1.172 -3.132 0.131 -0.061 0.081 -0.31
C -0.889 -0.419 -3.537 -0.070 0.109 0.158 -1.05
N -0.345 0.350 -2.406 0.262 0.569 -0.731 0.22
C 0.385 1.363 -2.685 -0.351 -0.508 -0.338 -0.98
C 0.976 2.318 -1.767 0.316 0.498 -0.466 0.36
C 1.621 3.414 -2.336 -0.426 -0.609 0.054 -0.52
C 0.834 2.210 -0.350 -0.676 -1.144 0.813 0.28
O 0.258 1.194 0.175 1.538 2.354 0.010 0.23
C 1.675 -2.970 -0.149 -0.445 2.531 0.245 0.44
O 1.203 -1.749 -0.141 2.521 -2.738 0.472 -0.47
H 3.350 6.246 -1.543 -0.012 -0.019 -0.010 0.39
H 3.396 5.361 -3.069 0.003 0.001 0.037 0.39
H 1.997 6.352 -2.669 0.050 -0.052 0.027 0.33
H 2.195 5.275 0.380 -0.013 -0.016 -0.028 0.41
H 1.196 4.549 2.137 -0.037 0.043 0.072 0.42
H 0.903 3.199 3.765 -0.076 0.141 0.154 0.34
H 1.034 1.031 4.083 -0.012 0.052 0.043 0.51
H 0.342 0.770 2.495 -0.372 -0.113 -0.251 -0.45
H 2.635 1.176 1.487 -0.007 -0.010 0.010 0.32
H 3.303 1.156 3.126 0.015 0.015 -0.005 0.53
H 2.444 -1.183 3.416 0.186 -0.010 -0.197 0.34
H 1.657 -1.050 1.851 -0.468 -0.286 -0.367 -0.99
H 4.538 -0.714 1.966 0.465 -0.011 0.091 0.33
H 4.920 -2.616 0.901 0.150 0.105 0.033 0.44
H 4.503 -4.774 0.544 -0.037 -0.034 -0.048 0.35
H 4.330 -7.078 -0.042 -0.081 0.013 -0.034 0.36
H 2.698 -7.748 -0.152 0.052 0.056 -0.005 0.36
H 3.535 -7.224 -1.611 -0.005 0.010 0.038 0.34
H 0.944 -6.102 -1.358 0.024 0.148 -0.010 0.48
H -0.547 -4.647 -2.157 0.041 -0.073 -0.029 0.32
H -1.583 -3.190 -3.603 0.014 -0.069 -0.095 0.43
H -2.844 -3.076 -2.384 -0.026 -0.043 0.087 0.48
H -2.869 -1.170 -3.962 -0.079 0.006 -0.039 0.53
H -2.666 -0.636 -2.311 0.001 0.005 -0.140 -0.12
H -0.136 -1.139 -3.862 0.082 -0.047 -0.027 0.28
H -1.095 0.244 -4.378 -0.001 0.081 -0.081 0.67
H 0.566 1.595 -3.740 0.051 0.062 -0.066 0.32
H 1.722 3.456 -3.419 -0.040 -0.068 0.095 0.48
I -3.716 -2.393 0.524 -0.481 -0.316 0.125 0.13
C -2.987 -2.511 2.520 0.250 -0.013 -0.412 -0.69
I -0.867 -2.679 2.522 -0.015 -0.490 0.468 0.17
H -3.399 -3.396 2.979 -0.031 -0.106 0.032 0.49
H -3.251 -1.594 3.023 -0.037 0.266 0.103 0.24
O -3.979 2.880 4.084 -0.073 0.135 0.143 -0.69
S -4.518 1.894 3.196 0.588 -0.521 -0.408 1.19
O -5.786 1.295 3.474 -0.116 0.036 0.052 -0.67
N -3.377 0.712 2.940 0.054 0.182 0.008 -0.61
C -2.847 0.809 1.747 0.967 -1.174 0.533 -0.04
O -1.898 0.039 1.315 -3.038 2.420 3.013 -0.15
C -3.430 1.830 0.871 -1.164 1.109 -0.247 0.60
C -3.132 2.100 -0.464 -0.070 -0.175 0.846 0.07
C -3.884 3.054 -1.114 -1.048 0.910 0.254 -1.31
C -4.931 3.740 -0.439 0.699 -0.485 -0.447 -0.53
C -5.228 3.473 0.898 0.018 0.195 -0.286 -0.68
C -4.466 2.523 1.534 1.051 -0.754 -0.661 -0.29
H -2.323 1.587 -0.966 0.085 -0.047 -0.078 1.06
H -3.675 3.288 -2.152 -0.084 0.027 0.090 0.45
H -5.513 4.482 -0.975 0.073 -0.076 0.019 0.41
H -6.027 3.993 1.413 0.034 -0.020 -0.048 0.46
```
Positions in Å, forces in eV/Å.

Properties
Spin multiplicity   8
LUMO level (spin up / spin down)   -3.737 / -3.690 eV
Energy above the lowest of the compared OMol25 structures with the same formula, charge and spin   1.592 eV
Frontier orbital gap (spin up / spin down)   4.2 / 7.0 eV
Charge   +1

---

Entry 2:
A structure of composition C32H34F4LuN5. Source: the OMol25 dataset; level of theory: wB97M-V/def2-TZVPD.

The geometry in XYZ format:
```
76
Properties=species:S:1:pos:R:3:forces:R:3:mulliken_charge:R:1
Lu -0.586 0.251 -0.729 -0.428 -0.356 -0.091 1.65
C -0.779 0.443 -4.087 -0.221 -0.631 -0.903 -1.07
N -0.599 -0.555 -3.043 0.307 -0.653 0.673 0.33
C 0.740 -1.158 -3.201 -0.027 -0.500 -0.619 -1.23
C -1.601 -1.674 -3.101 0.456 0.695 0.479 -1.34
C -1.460 -2.644 -1.909 0.028 -0.020 -0.549 -0.73
N -1.335 -1.884 -0.686 0.323 0.312 0.039 0.01
C -1.329 -2.486 0.544 -0.115 -0.385 -0.585 -0.25
C -1.385 -1.646 1.649 0.242 -0.545 0.683 0.51
F -1.404 -0.277 1.432 -0.114 -0.046 -0.215 -0.47
C -1.324 -2.102 2.947 -0.116 0.161 -0.377 0.05
F -1.443 -1.190 3.908 0.222 0.121 0.528 -0.35
C -1.185 -3.444 3.228 0.178 -0.329 0.188 -0.49
C -1.174 -4.329 2.159 -0.136 0.856 -0.217 0.26
F -1.066 -5.643 2.365 0.092 -0.030 0.074 -0.37
C -1.272 -3.869 0.861 0.110 0.893 0.614 0.58
F -1.218 -4.760 -0.111 -0.003 -0.781 -1.016 -0.39
H -0.635 -0.026 -5.080 0.043 0.148 0.199 0.39
H -0.041 1.228 -3.984 0.090 0.237 0.123 0.34
H -1.783 0.851 -4.098 -0.171 0.160 0.299 0.23
H 0.808 -1.691 -4.179 -0.181 0.044 0.529 0.42
H 0.977 -1.841 -2.382 -0.210 0.044 -0.196 0.16
H 1.506 -0.405 -3.235 0.273 0.572 0.206 0.48
H -1.473 -2.194 -4.048 -0.028 -0.224 -0.205 0.44
H -2.582 -1.207 -3.098 -0.223 0.030 0.083 0.42
H -0.646 -3.367 -2.111 -0.119 0.380 0.238 0.41
H -2.376 -3.227 -1.916 -0.238 -0.311 0.000 0.60
H -0.983 -3.808 4.224 -0.279 0.101 0.118 0.48
C 1.370 1.073 -0.339 0.675 -0.305 0.211 -1.31
C 1.826 0.099 0.334 0.028 0.542 -0.301 -0.09
C 2.344 -0.904 1.141 -0.464 0.469 0.100 0.03
C 2.466 -2.265 0.612 -0.066 -0.600 0.807 0.29
C 2.683 -2.527 -0.748 0.166 -0.468 0.218 -0.60
C 2.926 -3.831 -1.208 -0.151 0.075 0.481 -0.55
C 2.898 -4.931 -0.352 0.279 0.495 -0.329 -0.73
C 2.610 -4.685 0.985 -0.271 -0.582 0.410 -0.75
C 2.380 -3.417 1.462 0.095 0.890 0.143 0.03
C 2.787 -0.514 2.507 0.217 -0.893 -0.235 0.41
C 2.199 0.527 3.263 0.350 -0.677 -0.500 -0.49
C 2.631 0.725 4.569 -0.668 0.933 -0.080 -0.53
C 3.642 -0.026 5.155 -0.315 0.490 -0.400 -0.64
C 4.279 -0.985 4.398 -0.313 -0.561 -0.978 -0.63
C 3.854 -1.251 3.086 -0.430 0.423 0.573 -0.43
H 2.732 -1.661 -1.393 0.255 -0.100 -0.206 0.82
H 3.199 -4.020 -2.229 -0.017 0.194 -0.485 0.42
H 3.187 -5.916 -0.718 -0.276 0.206 0.140 0.41
H 2.528 -5.505 1.700 0.127 0.047 -0.221 0.38
H 2.187 -3.304 2.541 0.032 0.131 -0.652 0.65
H 1.401 1.113 2.782 0.379 -0.180 0.485 0.27
H 2.149 1.534 5.134 0.232 -0.394 -0.068 0.32
H 3.931 0.194 6.162 0.195 -0.032 0.417 0.40
H 5.078 -1.567 4.823 0.221 -0.134 0.077 0.39
H 4.284 -2.070 2.507 0.075 0.386 0.255 0.51
C -0.537 6.020 -0.111 -1.005 0.173 0.259 -0.71
C 0.385 5.098 -0.869 -0.431 -0.643 -0.046 -0.70
N -0.122 3.726 -0.778 0.627 -0.150 -0.193 0.28
C -1.434 3.453 -0.784 0.390 -1.553 0.276 0.28
N -1.809 2.144 -0.761 0.180 1.286 -0.344 -0.44
C -3.244 1.926 -0.605 0.352 -0.165 -0.389 -0.65
C -4.017 2.863 -1.530 0.283 -0.156 0.603 -0.81
C -3.735 4.291 -1.110 0.037 -0.473 0.253 -0.72
N -2.330 4.460 -0.754 -0.376 0.571 -0.138 0.15
C -1.977 5.876 -0.644 1.242 -0.247 0.219 -0.70
H -0.222 7.051 -0.206 0.079 0.244 -0.131 0.38
H -0.544 5.804 0.966 0.194 -0.206 -0.275 0.32
H 1.360 5.128 -0.418 0.480 -0.130 0.063 0.42
H 0.480 5.376 -1.925 -0.023 0.219 0.088 0.30
H 0.563 2.914 -0.790 -0.822 0.635 0.303 0.11
H -3.502 2.125 0.434 -0.386 -0.072 0.228 0.34
H -3.440 0.850 -0.809 -0.157 0.595 0.071 0.38
H -5.066 2.655 -1.475 -0.729 -0.017 -0.019 0.40
H -3.700 2.726 -2.551 0.199 -0.221 -0.438 0.26
H -4.344 4.596 -0.255 -0.046 -0.102 0.048 0.35
H -3.962 4.978 -1.919 -0.048 0.172 -0.224 0.40
H -2.694 6.357 0.031 0.062 -0.057 -0.155 0.35
H -2.031 6.349 -1.629 -0.212 0.000 -0.021 0.35
```
Positions in Å, forces in eV/Å.

Properties
LUMO level   0.039 eV
Energy above the lowest of the compared OMol25 structures with the same formula, charge and spin   0.000 eV
Frontier orbital gap   5.0 eV

---

Entry 3:
A structure of composition C32H34IrN7O3. Source: the OMol25 dataset; level of theory: wB97M-V/def2-TZVPD.

The geometry in XYZ format:
```
77
Properties=species:S:1:pos:R:3:forces:R:3:mulliken_charge:R:1
Ir -0.630 -1.471 0.531 -0.508 -0.107 0.950 1.10
C 1.736 2.777 -3.023 -0.015 -0.009 0.018 -1.19
O 1.359 2.678 -1.643 0.071 -0.041 -0.042 0.23
C 1.779 3.668 -0.806 -0.143 0.171 -0.036 1.52
C 2.667 4.679 -1.156 0.002 -0.041 0.012 -1.02
C 2.992 5.667 -0.237 0.007 0.017 0.005 -0.88
C 2.435 5.676 1.034 0.007 -0.004 -0.005 -0.81
C 1.548 4.677 1.391 0.114 -0.090 0.021 -0.75
C 1.235 3.670 0.486 -0.037 0.046 0.017 -0.12
N 0.233 2.711 0.847 0.082 -0.025 0.146 0.08
C 0.286 1.400 0.615 0.226 -0.135 0.179 0.54
N 1.575 0.916 0.414 -0.092 -0.247 0.179 0.27
C 1.960 -0.232 -0.183 -0.085 0.177 -0.065 -1.35
C 1.112 -1.361 -0.399 0.192 -0.140 -0.179 0.47
C 1.670 -2.397 -1.107 -0.301 0.036 -0.200 0.05
C 3.014 -2.385 -1.544 0.172 0.056 -0.046 -1.19
C 3.877 -1.343 -1.271 -0.088 -0.074 0.004 -0.69
C 3.363 -0.250 -0.592 -0.047 0.146 -0.041 1.42
O 4.014 0.850 -0.278 0.037 -0.089 0.012 -0.36
C 5.423 0.976 -0.623 -0.068 0.006 -0.012 -1.00
N -0.748 0.593 0.620 -0.262 0.312 -0.287 0.34
C -2.015 1.275 0.377 0.103 0.006 0.004 -1.63
C -2.064 2.005 -0.828 -0.034 -0.066 -0.026 0.07
C -3.190 2.673 -1.236 -0.035 0.008 0.023 -0.90
C -4.328 2.638 -0.422 0.004 0.007 -0.043 -0.78
C -4.300 1.937 0.756 0.035 -0.047 0.025 -0.61
C -3.154 1.243 1.183 -0.053 0.062 -0.043 0.51
O -3.355 0.629 2.378 0.004 -0.054 0.039 -0.47
C -2.402 -0.188 2.984 -0.006 0.073 -0.060 -0.15
H 2.821 2.809 -3.133 0.004 -0.017 -0.007 0.44
H 1.291 3.662 -3.479 0.031 0.016 -0.001 0.39
H 1.353 1.882 -3.503 -0.033 0.015 -0.006 0.27
H 3.085 4.725 -2.151 0.005 -0.006 -0.003 0.47
H 3.677 6.450 -0.532 0.000 0.003 0.007 0.47
H 2.684 6.456 1.738 -0.012 0.013 -0.010 0.44
H 1.090 4.673 2.372 0.002 -0.009 0.003 0.49
H -0.621 3.066 1.258 -0.098 0.003 -0.225 0.42
H 2.299 1.627 0.517 0.019 -0.024 -0.057 0.49
H 1.072 -3.260 -1.365 0.010 -0.012 0.057 0.63
H 3.381 -3.240 -2.098 0.008 0.001 0.002 0.47
H 4.907 -1.374 -1.591 0.001 0.001 -0.010 0.60
H 5.986 0.189 -0.126 0.022 0.009 -0.011 0.43
H 5.718 1.951 -0.254 0.006 -0.003 0.001 0.29
H 5.533 0.923 -1.704 0.024 -0.002 0.002 0.42
H -1.176 2.011 -1.451 0.003 0.027 0.016 0.88
H -3.197 3.212 -2.173 0.006 0.018 0.009 0.52
H -5.228 3.162 -0.714 0.002 0.007 0.001 0.46
H -5.162 1.903 1.410 -0.004 -0.007 -0.005 0.55
H -2.821 -0.495 3.939 0.006 -0.036 -0.009 0.36
H -1.460 0.339 3.154 0.006 -0.015 0.006 0.20
H -2.232 -1.104 2.380 0.031 -0.068 -0.005 -0.08
C -4.433 -1.348 -1.683 -0.033 -0.028 -0.015 -0.96
C -4.951 -2.575 -1.307 0.027 0.017 0.020 -0.61
C -4.113 -3.485 -0.678 0.023 0.034 -0.065 -1.02
C -2.807 -3.127 -0.400 -0.095 -0.078 0.008 0.59
N -2.339 -1.877 -0.662 0.424 -0.064 -0.163 0.15
C -3.132 -1.036 -1.341 0.112 0.098 -0.076 -0.28
C -1.814 -4.088 0.121 -0.066 0.007 -0.164 1.23
C -1.959 -5.458 -0.004 -0.031 -0.008 0.069 -1.12
C -0.917 -6.292 0.375 0.034 0.085 0.015 -0.58
C 0.247 -5.719 0.866 -0.049 -0.069 0.006 -1.10
C 0.329 -4.346 0.960 0.009 0.137 0.366 0.08
N -0.683 -3.536 0.604 0.155 -0.142 -0.383 0.10
H -5.023 -0.625 -2.227 -0.004 0.000 0.001 0.49
H -5.980 -2.833 -1.516 0.005 -0.010 -0.025 0.49
H -4.474 -4.469 -0.419 -0.005 0.001 0.031 0.44
H -2.704 -0.090 -1.625 -0.008 0.025 0.085 0.81
H -2.863 -5.872 -0.424 -0.002 -0.015 -0.002 0.39
H -1.010 -7.364 0.271 -0.003 -0.004 0.018 0.49
H 1.090 -6.322 1.173 -0.009 -0.016 -0.005 0.48
H 1.209 -3.859 1.363 0.005 0.002 -0.098 0.60
N 1.834 -1.914 2.431 -0.215 -0.161 -0.070 -0.58
N 0.487 -1.394 2.321 0.387 0.259 -0.047 -0.75
H 2.072 -1.980 3.418 0.074 0.064 -0.012 0.31
H 2.466 -1.257 1.990 0.037 -0.004 0.051 0.16
H 0.450 -0.441 2.685 -0.110 -0.037 0.097 0.37
H -0.073 -1.970 2.948 0.016 0.038 0.052 0.49
```
Positions in Å, forces in eV/Å.

Properties
Spin multiplicity   2
LUMO level (spin up / spin down)   -8.941 / -11.184 eV
Energy above the lowest of the compared OMol25 structures with the same formula, charge and spin   1.376 eV
Frontier orbital gap (spin up / spin down)   6.9 / 4.6 eV
Charge   +3